46
Properties=species:S:1:pos:R:3:forces:R:3:mulliken_charge:R:1 method="wB97M-V/def2-TZVPD" total_energy_ha=-1511.5962 fmax_ev_per_a=5.08
Ir -1.49549 0.94865 0.82563 0.70 -4.95 -0.87 1.43
O 0.98133 -2.33607 -0.39534 0.03 0.60 0.00 -0.66
C -0.00268 -1.71326 -0.04548 -0.71 -1.60 0.22 0.51
O 0.00949 -0.42073 0.09243 -1.18 2.93 1.07 -0.71
C -1.27747 -2.48328 0.23747 0.07 0.48 0.05 0.27
C -1.18818 -3.85322 0.31971 0.03 -0.42 -0.01 -0.54
C -2.32533 -4.63168 0.49642 0.07 0.60 -0.05 -0.38
C -3.57451 -4.04398 0.56940 -0.12 -0.08 0.00 -0.28
C -3.67711 -2.67061 0.52490 0.62 0.30 -0.05 -0.13
C -2.52891 -1.82783 0.36643 0.20 -0.51 0.26 0.69
O -2.64681 -0.55278 0.29691 -1.43 0.33 -0.19 -1.06
N -5.00543 -2.08556 0.66866 -0.24 -0.04 -0.07 0.92
O -5.10237 -0.94204 1.06794 -0.09 -0.16 0.07 -0.56
O -5.95253 -2.80033 0.38529 0.01 0.10 0.03 -0.61
N -2.20265 -6.07565 0.60716 -0.01 -0.17 0.01 1.05
O -1.08510 -6.55248 0.54092 -0.10 -0.03 0.01 -0.63
O -3.22444 -6.71874 0.76682 0.10 0.00 -0.03 -0.63
H -0.22142 -4.32790 0.22933 0.01 0.04 -0.02 0.60
H -4.46252 -4.65085 0.66931 0.01 0.04 0.05 0.59
C -2.13162 0.78228 2.82845 0.91 0.31 -1.07 -1.16
H -1.81544 -0.17780 3.22746 -0.04 -0.06 -0.06 0.31
H -3.21943 0.84911 2.81154 -0.07 -0.03 -0.21 0.39
H -1.69332 1.59495 3.40357 0.02 0.02 0.04 0.31
C 5.04660 1.39936 -2.24136 -0.03 0.03 -0.04 -1.54
C 3.79625 1.89659 -1.59260 -0.22 0.03 0.20 0.54
C 2.92177 2.75186 -2.26643 0.03 0.01 -0.13 -0.73
C 1.72580 3.15477 -1.71854 -0.11 0.06 0.00 1.10
C 0.86720 4.11897 -2.49102 -0.06 -0.09 -0.05 -1.84
C 1.35035 2.65923 -0.43473 0.40 -0.19 0.08 1.10
C 0.05876 2.95024 0.04892 -0.05 0.63 0.78 -0.85
O -0.45480 2.57338 1.15750 1.31 2.05 0.06 -0.62
C 2.28810 1.87622 0.30666 -0.21 -0.19 0.09 1.20
C 2.03195 1.42194 1.70708 0.03 -0.03 0.09 -1.61
C 3.47433 1.51013 -0.29468 0.08 0.04 -0.07 -0.82
H 5.29963 1.98765 -3.12083 0.04 0.00 -0.01 0.37
H 4.89558 0.36452 -2.55558 0.02 -0.02 -0.01 0.32
H 5.88367 1.41057 -1.54470 0.01 0.00 0.00 0.38
H 3.19484 3.10583 -3.25255 0.00 0.03 -0.02 0.34
H 1.43613 4.52684 -3.32309 -0.03 0.00 -0.03 0.38
H 0.53557 4.95194 -1.87228 0.00 0.02 -0.03 0.42
H -0.01555 3.62413 -2.89970 -0.03 0.03 -0.01 0.39
H -0.55603 3.63888 -0.53784 -0.01 -0.11 -0.17 0.38
H 1.55202 2.19369 2.30412 0.04 -0.02 0.03 0.34
H 2.96876 1.12620 2.17530 0.01 -0.01 0.00 0.49
H 1.36987 0.55376 1.69368 -0.02 0.05 0.01 0.17
H 4.17114 0.89307 0.25777 0.00 -0.02 0.04 0.40